The following is a DFT calculation (ωB97M-V/def2-TZVPD) of C13H17F3N2O in the gas phase at a distorted geometry.

```
36
Properties=species:S:1:pos:R:3:forces:R:3:mulliken_charge:R:1
C 2.619 -3.394 -2.316 -0.21 -0.14 0.06 -1.316
C 1.763 -2.429 -1.509 -0.30 0.91 -0.16 1.007
C 1.833 -1.044 -1.753 -0.23 0.37 0.15 -0.948
C 0.986 -0.134 -1.090 0.75 -0.58 -0.30 0.118
C 0.083 -0.583 -0.146 0.37 0.90 0.32 -0.167
C -0.808 0.481 0.503 -1.18 -1.63 2.48 -1.167
N -2.039 0.603 -0.200 -0.59 0.91 0.29 0.453
C -3.360 0.609 0.466 0.71 -0.06 -0.12 -1.101
C -2.089 0.577 -1.638 0.24 0.21 -0.27 -0.888
N -0.158 1.766 1.061 1.35 0.16 -0.82 -0.078
C -1.225 2.477 1.807 0.97 -0.71 1.06 -1.031
C 0.846 1.394 2.074 -0.01 0.22 0.46 0.390
O 0.729 0.594 2.982 0.20 1.49 -1.90 -0.491
C 2.263 2.177 1.908 1.20 -0.41 -0.59 0.724
F 2.323 2.997 0.825 -0.47 -0.62 1.20 -0.242
F 2.736 2.883 2.983 -1.21 -0.82 -1.01 -0.256
F 3.188 1.191 1.675 -0.77 0.66 0.26 -0.264
C 0.024 -1.952 0.156 0.43 -0.02 -0.12 -0.499
C 0.842 -2.861 -0.529 0.41 0.22 -0.53 -0.823
H 2.370 -4.413 -2.010 0.21 0.00 -0.09 0.355
H 2.459 -3.331 -3.403 -0.30 0.15 0.35 0.296
H 3.697 -3.241 -2.202 -0.16 0.07 0.34 0.304
H 2.552 -0.624 -2.465 -0.21 -0.38 0.16 0.328
H 1.037 0.947 -1.253 0.20 -0.42 -0.17 0.532
H -1.084 0.134 1.508 -0.38 -1.20 -0.32 1.046
H -4.002 1.328 -0.081 0.14 -0.36 0.43 0.351
H -3.846 -0.388 0.459 0.17 0.35 -0.10 0.268
H -3.265 0.930 1.517 -0.11 -0.19 -0.53 0.369
H -2.981 1.132 -1.966 0.28 -0.20 -0.05 0.344
H -1.206 1.088 -2.041 -0.26 -0.13 -0.10 0.331
H -2.116 -0.443 -2.063 -0.06 0.25 0.10 0.245
H -0.843 3.343 2.373 -0.01 -0.21 -0.56 0.329
H -2.059 2.745 1.175 0.09 0.05 -0.17 0.297
H -1.484 1.710 2.556 -0.91 0.60 0.21 0.478
H -0.590 -2.327 0.969 -0.18 0.15 -0.14 0.425
H 0.805 -3.939 -0.333 -0.17 0.46 0.16 0.280
```
Forces are in eV/Å.

Properties
- Electronic energy: -26935.2859 eV
- SMILES string: Cc1ccc([C@H](N(C)C)N(C)C(=O)C(F)(F)F)cc1
- Net charge: 0


The following is a DFT calculation (ωB97M-V/def2-TZVPD) of C8H6BrF5O in the gas phase at a distorted geometry.

```
21
Properties=species:S:1:pos:R:3:forces:R:3:mulliken_charge:R:1
C -0.105 -1.777 0.513 -0.15 -0.46 0.30 -0.444
C -1.108 -0.688 0.274 0.19 -0.29 -0.52 0.463
C -0.865 0.545 0.666 -0.34 0.57 1.25 0.609
C 1.144 -1.822 0.107 -0.50 1.58 -0.09 -0.458
C 0.319 0.959 1.512 1.76 -2.35 -0.46 -0.675
C 1.483 0.996 0.558 0.50 -1.03 0.07 -0.079
C -2.274 -1.041 -0.651 1.73 3.72 0.08 -0.576
C 1.479 1.559 -0.827 0.60 1.64 -1.65 0.982
O -1.754 -0.911 -1.969 -0.73 -1.14 -0.51 -0.517
F -1.690 1.589 0.320 0.48 -0.74 0.33 -0.385
F 2.690 0.603 1.034 -0.67 0.64 -0.40 -0.303
F 0.456 1.249 -1.659 0.02 -1.22 0.52 -0.212
F 1.323 2.918 -0.797 0.54 0.21 0.74 -0.294
F 2.624 1.341 -1.540 -0.85 -0.28 1.18 -0.267
Br 2.795 -2.548 0.096 -0.32 -0.33 0.13 -0.033
H -0.553 -2.618 1.042 0.14 -0.33 0.02 0.420
H 0.205 1.834 2.078 -0.54 1.66 0.39 0.431
H 0.667 0.198 2.323 -1.02 0.82 -1.57 0.323
H -3.082 -0.260 -0.470 0.42 -1.67 -0.14 0.245
H -2.406 -2.061 -0.497 -1.40 -1.62 0.11 0.411
H -1.346 -0.065 -2.115 0.16 0.60 0.23 0.359
```
Forces are in eV/Å.

Properties
- Electronic energy: -94064.9585 eV
- Net charge: 0